{"formula": "C24H71N9O9", "method": "the ωB97M-V functional and the def2-TZVPD basis", "total_charge": 0, "homo_ev": -9.18, "gap_ha": 0.353, "molar_mass_da": 629.89, "multiplicity": 1, "elements": ["C", "O", "H", "H", "H", "H", "C", "O", "H", "H", "H", "H", "C", "O", "N", "N", "H", "H", "H", "H", "C", "O", "N", "N", "H", "H", "H", "H", "C", "C", "C", "O", "C", "N", "H", "H", "H", "H", "H", "H", "H", "H", "H", "H", "H", "C", "C", "C", "O", "C", "N", "H", "H", "H", "H", "H", "H", "H", "H", "H", "H", "H", "C", "C", "C", "O", "C", "N", "H", "H", "H", "H", "H", "H", "H", "H", "H", "H", "H", "C", "C", "C", "O", "C", "N", "H", "H", "H", "H", "H", "H", "H", "H", "H", "H", "H", "C", "C", "C", "O", "C", "N", "H", "H", "H", "H", "H", "H", "H", "H", "H", "H", "H"], "positions_angstrom": [[0.4242, 0.2703, 0.3042], [0.8262, 0.5167, 1.6311], [0.9200, 0.8478, -0.4787], [0.4422, -0.7902, 0.0457], [-0.6292, 0.5585, 0.2071], [1.6354, 1.0527, 1.6580], [-0.1394, 4.1244, -0.1690], [-0.5838, 5.4197, -0.4762], [-0.7998, 3.3409, -0.5495], [0.8676, 4.0105, -0.5847], [0.0048, 3.8686, 0.8884], [-1.4501, 5.3806, -0.8832], [2.3767, -1.0619, 4.4460], [3.3945, -0.4620, 4.0859], [2.0388, -1.3677, 5.7408], [1.4763, -1.4647, 3.5385], [1.1919, -1.8554, 5.9549], [2.6734, -1.0832, 6.4628], [1.7126, -1.1151, 2.6224], [0.5258, -1.6415, 3.8050], [0.4861, 2.5503, 5.2728], [-0.6537, 2.4693, 4.8372], [0.7469, 3.0823, 6.5318], [1.6314, 2.3727, 4.5626], [1.6890, 3.3672, 6.7083], [0.0551, 3.1454, 7.2522], [2.4682, 2.1776, 5.0754], [1.4618, 2.0681, 3.6176], [-1.2484, -5.5590, 1.7191], [-1.0802, -4.3677, 2.6697], [-1.4291, -3.0461, 2.0458], [-2.7822, -3.1370, 1.6143], [-3.2164, -1.9808, 0.9437], [-1.7593, -4.5329, 3.9505], [-0.2583, -5.8045, 1.3200], [-1.8910, -5.3918, 0.8531], [-1.6088, -6.5005, 2.1345], [-0.0385, -4.2769, 3.0027], [-0.8140, -2.8606, 1.1623], [-1.2882, -2.2640, 2.7975], [-4.0264, -1.3798, 1.3863], [-3.7204, -2.2345, 0.0067], [-2.4408, -1.2189, 0.8336], [-2.7554, -4.6114, 3.7546], [-1.5443, -5.3537, 4.4977], [2.3408, -0.7764, -7.5361], [2.0037, -1.4025, -6.1715], [2.6436, -0.6236, -5.0003], [2.1772, -1.2428, -3.8202], [3.0130, -1.2992, -2.7011], [0.5289, -1.4092, -6.0143], [3.4275, -0.6320, -7.5780], [1.8441, 0.1782, -7.6782], [2.2297, -1.5080, -8.3355], [2.2891, -2.4425, -6.0030], [2.3316, 0.4290, -5.0433], [3.7397, -0.5993, -4.9837], [2.9703, -0.3871, -2.0871], [4.0501, -1.4706, -2.9997], [2.6215, -2.0452, -2.0090], [0.0552, -0.5432, -6.2482], [0.4742, -1.4664, -4.9969], [5.5906, 3.1991, 2.2430], [4.1490, 2.8727, 1.8602], [3.7639, 3.4112, 0.4803], [4.1174, 4.8021, 0.5684], [3.6725, 5.5907, -0.5481], [3.9184, 1.4035, 1.9162], [5.8236, 2.8723, 3.2617], [5.7919, 4.2691, 2.2691], [6.3452, 2.7076, 1.6210], [3.5902, 3.3186, 2.6856], [2.6712, 3.4315, 0.4982], [4.2953, 2.8711, -0.3020], [4.0896, 5.3686, -1.5316], [3.9699, 6.6091, -0.3085], [2.5862, 5.4853, -0.5350], [3.8555, 1.1415, 2.8969], [4.7647, 0.9799, 1.5505], [-7.1831, 3.0316, -2.2445], [-7.2835, 2.5548, -0.7822], [-6.0049, 2.6816, 0.0673], [-4.9201, 2.1109, -0.6175], [-3.6670, 2.2396, 0.0095], [-8.4844, 3.0524, -0.1377], [-6.5523, 2.3083, -2.7615], [-6.8270, 4.0631, -2.3121], [-8.1143, 3.0071, -2.8116], [-7.4507, 1.4888, -0.9827], [-6.2704, 2.4110, 1.0953], [-5.7742, 3.7590, 0.1087], [-2.8910, 1.8653, -0.6572], [-3.5898, 1.6479, 0.9264], [-3.3930, 3.2653, 0.2769], [-8.4261, 2.7536, 0.8385], [-8.4092, 4.0635, -0.0110], [1.4840, -4.8325, -2.8013], [0.4515, -4.9286, -1.6902], [-0.0953, -3.5439, -1.3317], [-0.4072, -2.8632, -2.5459], [-0.8102, -1.5134, -2.4528], [-0.6210, -5.8470, -2.1377], [1.9057, -5.8294, -2.9685], [2.3968, -4.3293, -2.4720], [1.1133, -4.4688, -3.7540], [0.8346, -5.3435, -0.7547], [0.5633, -2.9687, -0.6696], [-1.0741, -3.6182, -0.8401], [0.0300, -0.8649, -2.7338], [-1.1505, -1.1889, -1.4690], [-1.5105, -1.3844, -3.2796], [-1.4099, -5.8856, -1.4909], [-1.0860, -5.2483, -2.8322]], "mulliken_charge": [0.327, -0.308, 0.357, -0.305, -0.200, -0.006, -0.119, -0.548, 0.080, 0.045, 0.232, 0.337, 0.514, -0.766, -0.363, -0.106, 0.163, 0.226, 0.150, 0.177, 0.518, -0.615, -0.404, -0.211, 0.162, 0.221, 0.251, 0.066, -1.119, 0.235, -0.099, -0.496, -0.416, -0.709, 0.179, 0.121, 0.447, 0.446, -0.213, 0.626, 0.353, 0.364, -0.116, 0.246, 0.256, -1.416, 0.423, -0.858, 0.017, -0.716, -0.711, 0.355, 0.358, 0.350, 0.252, 0.258, 0.452, 0.244, 0.425, 0.001, 0.284, 0.290, -1.745, 0.718, -0.192, -0.335, -0.543, -0.376, 0.422, 0.386, 0.402, 0.126, -0.182, 0.388, 0.282, 0.269, 0.109, 0.151, 0.278, -1.345, 0.524, -0.623, -0.299, -0.665, -0.721, 0.302, 0.306, 0.399, 0.161, 0.262, 0.297, 0.188, 0.286, 0.334, 0.277, 0.281, -1.400, -0.048, 0.185, -0.409, -0.477, -0.823, 0.440, 0.329, 0.208, 0.365, 0.071, 0.271, 0.073, 0.055, 0.379, 0.305, 0.359]}


{"formula": "C30H33GeMnO3Se4Si", "method": "the ωB97M-V functional and the def2-TZVPD basis", "total_charge": -1, "homo_ev": [-4.18, -4.69], "gap_ha": [0.232, 0.200], "molar_mass_da": 913.06, "multiplicity": 6, "elements": ["Mn", "Se", "Se", "Se", "Se", "Ge", "C", "C", "C", "C", "C", "C", "C", "C", "C", "C", "C", "C", "H", "H", "H", "H", "H", "H", "H", "H", "H", "H", "H", "C", "C", "C", "C", "Si", "O", "C", "C", "C", "C", "C", "C", "C", "C", "C", "C", "C", "C", "H", "H", "H", "H", "H", "H", "H", "H", "H", "H", "H", "H", "H", "H", "H", "H", "H", "H", "H", "C", "C", "O", "O", "H", "H", "H"], "positions_angstrom": [[-0.6448, 1.9066, 0.5153], [-2.4207, 3.2144, 1.5310], [-2.1853, 3.5963, 3.6976], [-0.3207, 2.8442, 4.3349], [0.6820, 2.0523, 2.4381], [-1.8150, -0.1521, 1.1851], [-3.4541, -0.4916, 0.1398], [-3.5468, -1.6932, -0.5683], [-4.6782, -2.0033, -1.3185], [-5.7375, -1.1088, -1.3785], [-5.6616, 0.0924, -0.6846], [-4.5316, 0.3961, 0.0657], [-2.2709, -0.3886, 3.0717], [-1.4706, -1.2069, 3.8731], [-1.7433, -1.3717, 5.2272], [-2.8204, -0.7106, 5.8050], [-3.6244, 0.1084, 5.0234], [-3.3487, 0.2683, 3.6682], [-0.9930, -1.4272, 0.8659], [-2.7203, -2.3944, -0.5325], [-4.7282, -2.9425, -1.8572], [-6.6171, -1.3459, -1.9652], [-6.4830, 0.7979, -0.7323], [-4.4883, 1.3429, 0.5907], [-0.6259, -1.7243, 3.4284], [-1.1097, -2.0111, 5.8309], [-3.0271, -0.8279, 6.8624], [-4.4614, 0.6347, 5.4689], [-3.9860, 0.9101, 3.0700], [1.0602, 0.5917, -3.5274], [1.1343, -0.6427, -2.6186], [-0.2791, -1.1632, -2.3368], [1.8936, -1.7542, -3.3595], [1.8623, -0.0671, -0.9584], [0.7490, 0.8855, -0.2685], [3.4760, 0.8809, -1.1525], [3.7747, 1.8908, -0.2306], [4.9822, 2.5789, -0.2758], [5.9252, 2.2726, -1.2487], [5.6577, 1.2670, -2.1693], [4.4474, 0.5815, -2.1168], [2.3107, -1.5109, 0.1716], [3.0962, -2.5878, -0.2684], [3.4426, -3.6308, 0.5841], [3.0209, -3.6130, 1.9084], [2.2767, -2.5390, 2.3768], [1.9289, -1.5008, 1.5178], [0.4640, 0.3747, -4.4232], [2.0555, 0.9139, -3.8451], [0.5970, 1.4358, -3.0096], [-0.7694, -1.4518, -3.2762], [-0.9018, -0.4059, -1.8547], [-0.2542, -2.0396, -1.6810], [1.3811, -1.9838, -4.3029], [1.9260, -2.6740, -2.7736], [2.9173, -1.4738, -3.6123], [3.0502, 2.1431, 0.5386], [5.1852, 3.3543, 0.4537], [6.8651, 2.8106, -1.2859], [6.3912, 1.0139, -2.9257], [4.2676, -0.2040, -2.8395], [3.4611, -2.6066, -1.2888], [4.0444, -4.4540, 0.2167], [3.2859, -4.4250, 2.5756], [1.9667, -2.5058, 3.4154], [1.3622, -0.6602, 1.9009], [-1.4476, 3.8139, -2.8158], [-1.1121, 3.1125, -1.5364], [-1.7233, 2.0140, -1.2481], [-0.2950, 3.6217, -0.7183], [-2.3576, 4.3936, -2.6483], [-1.6441, 3.0896, -3.6040], [-0.6422, 4.4889, -3.0954]], "mulliken_spin": [4.296, 0.226, 0.377, 0.329, 0.158, -0.218, -0.064, -0.009, 0.001, -0.008, 0.011, -0.023, -0.036, -0.021, 0.012, -0.012, -0.004, -0.008, 0.009, -0.002, 0.000, -0.001, 0.000, -0.003, -0.002, 0.000, -0.002, 0.003, 0.011, 0.000, 0.005, 0.011, -0.001, -0.005, -0.093, 0.004, -0.006, 0.001, 0.000, 0.000, -0.001, 0.010, 0.001, 0.000, 0.000, 0.000, 0.004, 0.000, 0.000, 0.003, 0.000, 0.004, -0.001, 0.000, 0.000, 0.000, 0.005, 0.000, 0.000, 0.000, 0.000, 0.000, 0.000, 0.000, 0.000, 0.022, 0.007, -0.061, 0.041, 0.028, -0.001, 0.000, 0.001]}


{"formula": "C2H8N2", "method": "the ωB97M-V functional and the def2-TZVPD basis", "total_charge": 0, "homo_ev": -7.85, "gap_ha": 0.167, "molar_mass_da": 60.10, "multiplicity": 1, "elements": ["N", "C", "C", "N", "H", "H", "H", "H", "H", "H", "H", "H"], "positions_angstrom": [[0.2854, -2.0564, -0.3772], [-0.0675, -0.7510, 0.2220], [0.3487, 0.6140, -0.2082], [-0.3149, 1.9175, -0.2067], [1.1796, -2.2107, -0.5688], [-1.0128, -1.2763, -0.0906], [-1.5390, 1.4299, 2.2668], [-0.1923, -0.9215, 1.2769], [1.0115, 0.4532, -1.1430], [0.9843, 1.1486, 0.4812], [-0.9246, 1.1383, 2.7017], [-0.9877, 2.0330, -0.9189]], "mulliken_charge": [-0.537, -0.371, -0.355, -0.513, 0.166, 0.361, 0.030, 0.382, 0.311, 0.363, -0.027, 0.190]}


{"formula": "CH3NO3S", "method": "the ωB97M-V functional and the def2-TZVPD basis", "total_charge": -2, "homo_ev": [1.85, 1.86], "gap_ha": [0.160, 0.159], "molar_mass_da": 109.11, "multiplicity": 1, "elements": ["C", "N", "O", "O", "O", "S", "H", "H", "H"], "positions_angstrom": [[-0.1689, 0.2575, -0.7600], [0.9914, -3.0242, -0.0555], [1.8475, -3.8652, 0.5129], [-1.0751, 2.5168, -1.4802], [-2.1837, 1.3688, 0.3245], [-1.7149, 1.2300, -1.0805], [0.5924, 1.0526, -0.8997], [-0.1985, -0.3283, -1.6403], [-0.2577, -0.4044, 0.1120]], "mulliken_charge": [-0.771, -0.320, -0.621, -0.690, -0.662, 0.363, 0.233, 0.172, 0.295]}


{"formula": "C6H12O2", "method": "the ωB97M-V functional and the def2-TZVPD basis", "total_charge": 0, "homo_ev": -8.38, "gap_ha": 0.337, "molar_mass_da": 116.16, "multiplicity": 1, "elements": ["C", "C", "C", "C", "C", "O", "C", "H", "H", "H", "H", "H", "H", "H", "H", "H", "H", "H", "H", "O"], "positions_angstrom": [[1.3490, 2.2957, -1.6340], [1.0566, 0.8610, -1.3215], [0.1517, 0.4401, -0.4422], [-0.1478, -0.9259, 0.0577], [-0.0866, -1.0458, 1.3976], [-0.3002, -2.3173, 1.9327], [1.8842, -0.0514, -2.1588], [1.2257, 2.9437, -0.7820], [2.3954, 2.4296, -1.9524], [0.8448, 2.6983, -2.5073], [-0.3887, 1.2392, 0.0689], [-0.1687, -1.8146, -0.5673], [-0.2055, -0.3726, 2.2216], [0.2457, -2.9874, 1.4805], [1.9193, 0.2548, -3.1971], [1.5965, -1.1763, -2.2919], [2.9205, -0.1468, -1.7810], [-3.1624, -0.1948, 2.3094], [-3.1470, 0.6295, 0.9318], [-3.3232, 0.6437, 1.8736]], "mulliken_charge": [-1.465, 1.062, -0.518, -0.590, -0.238, -0.507, -1.231, 0.414, 0.363, 0.309, 0.397, 0.302, 0.467, 0.310, 0.338, 0.284, 0.308, 0.320, 0.315, -0.642]}